Arrangement a

Density functional theory data (wB97M-V/def2-TZVPD) for one molecule with the formula C23H34N4O4S.

Geometry (Å):
C  -1.270  -3.607  1.782
H  -1.366  -2.755  2.451
H  -0.433  -3.430  1.113
H  -1.068  -4.491  2.381
C  -2.542  -3.815  0.963
N  -2.755  -2.724  0.032
C  -3.363  -3.113  -1.222
C  -4.761  -3.741  -1.125
H  -5.133  -3.963  -2.122
H  -5.460  -3.062  -0.642
H  -4.729  -4.666  -0.554
H  -2.686  -3.821  -1.709
H  -3.419  -2.223  -1.854
C  -3.299  -1.511  0.609
C  -2.578  -0.277  0.056
H  -3.106  0.630  0.358
H  -2.595  -0.314  -1.034
C  -1.116  -0.256  0.511
N  -0.340  0.770  -0.159
C  -0.311  2.057  0.242
N  -1.026  2.390  1.344
C  -1.200  3.748  1.797
C  -2.555  4.338  1.398
C  -2.763  4.329  -0.114
O  -3.115  3.022  -0.524
C  -3.101  2.873  -1.919
H  -2.097  3.051  -2.323
H  -3.405  1.850  -2.130
H  -3.802  3.568  -2.399
H  -3.566  5.029  -0.394
H  -1.840  4.645  -0.620
H  -2.609  5.364  1.761
H  -3.363  3.764  1.857
H  -1.103  3.760  2.888
H  -0.393  4.343  1.363
H  -1.774  1.768  1.608
S  0.629  3.189  -0.539
C  0.432  0.342  -1.313
C  1.822  -0.099  -0.923
C  2.881  0.743  -0.966
C  4.191  0.342  -0.575
C  4.371  -0.988  -0.147
N  3.283  -1.813  -0.125
C  1.993  -1.473  -0.474
O  1.111  -2.315  -0.396
H  3.411  -2.771  0.180
C  5.631  -1.466  0.249
C  6.672  -0.579  0.200
C  6.501  0.751  -0.224
C  5.285  1.231  -0.612
H  5.150  2.249  -0.934
O  7.709  1.394  -0.167
C  8.638  0.444  0.302
O  7.978  -0.785  0.526
H  9.086  0.797  1.244
H  9.434  0.302  -0.447
H  5.770  -2.483  0.576
H  2.740  1.762  -1.295
H  0.501  1.178  -2.014
H  -0.095  -0.494  -1.777
H  -1.044  -0.130  1.596
H  -0.675  -1.221  0.260
H  -3.166  -1.542  1.693
H  -4.377  -1.409  0.414
H  -2.423  -4.729  0.378
H  -3.401  -3.959  1.641

Results
HOMO (eV): -7.68
Gap between HOMO and LUMO (eV): 8.198
M (Da): 462.6
Structure (SMILES): CCN(CC)CCCN(Cc1cc2cc3c(cc2[nH]c1=O)OCO3)C(=S)NCCCOC
LUMO energy (Eh): 0.0189



Arrangement b

Density functional theory data (wB97M-V/def2-TZVPD) for one molecule with the formula C23H34N4O4S.

Geometry (Å):
C  -7.091  -3.074  3.253
C  -5.995  -3.368  2.242
O  -5.328  -2.165  1.936
C  -4.283  -2.327  1.008
C  -3.586  -0.986  0.821
C  -2.564  -1.042  -0.317
N  -1.783  0.163  -0.452
C  -0.676  0.368  0.299
N  0.050  1.483  0.049
C  -0.153  2.308  -1.125
H  -0.697  1.732  -1.875
H  0.831  2.557  -1.531
C  -0.869  3.631  -0.830
C  -2.254  3.481  -0.206
N  -3.167  2.630  -0.964
C  -4.426  2.504  -0.250
H  -5.069  1.802  -0.778
H  -4.239  2.126  0.753
H  -4.954  3.465  -0.166
C  -3.405  3.117  -2.312
H  -4.125  2.462  -2.799
H  -2.482  3.097  -2.886
H  -3.805  4.142  -2.320
H  -2.145  3.027  0.783
H  -2.684  4.489  -0.069
H  -0.926  4.198  -1.760
H  -0.259  4.216  -0.139
C  1.206  1.811  0.864
C  2.501  1.270  0.307
C  2.964  0.037  0.619
C  4.193  -0.461  0.096
C  4.681  -1.738  0.385
C  5.883  -2.171  -0.134
C  6.644  -1.309  -0.947
C  6.162  -0.051  -1.262
C  4.941  0.378  -0.753
N  4.443  1.619  -1.047
C  3.255  2.141  -0.586
O  2.912  3.262  -0.936
H  4.982  2.224  -1.656
H  6.757  0.586  -1.898
O  7.864  -1.671  -1.444
C  8.411  -2.821  -0.831
C  7.339  -3.898  -0.685
H  7.743  -4.799  -0.222
O  6.306  -3.443  0.159
H  6.934  -4.143  -1.677
H  9.227  -3.153  -1.473
H  8.803  -2.562  0.162
H  4.114  -2.403  1.017
H  2.391  -0.599  1.278
H  1.281  2.900  0.918
H  1.040  1.397  1.862
S  -0.210  -0.729  1.461
H  -2.288  0.988  -0.789
H  -3.075  -1.214  -1.269
H  -1.872  -1.868  -0.132
H  -4.343  -0.230  0.615
H  -3.076  -0.722  1.748
H  -4.689  -2.684  0.045
H  -3.565  -3.080  1.368
H  -6.425  -3.801  1.323
H  -5.280  -4.098  2.653
H  -7.617  -3.990  3.509
H  -7.796  -2.360  2.836
H  -6.656  -2.646  4.151

Results
HOMO (eV): -7.63
Gap between HOMO and LUMO (eV): 8.109
M (Da): 462.6
Structure (SMILES): CCOCCCNC(=S)N(CCCN(C)C)Cc1cc2cc3c(cc2[nH]c1=O)OCCO3
LUMO energy (Eh): 0.0176



Most stable pick: arrangement b. Distance to second place: 9.1 kcal/mol.



Arrangement a

Density functional theory data (wB97M-V/def2-TZVPD) for C11H22CdN6O5 as an isolated structure.

Geometry (Å):
O  3.559  -0.048  -2.340
H  4.507  0.093  -2.290
Cd  0.875  0.220  -0.575
N  -1.109  -0.844  -1.108
N  0.831  -1.216  -2.956
O  -2.248  -0.378  -0.414
O  1.771  -1.446  -3.795
C  -1.494  -1.330  -2.294
C  -0.483  -1.553  -3.301
C  -2.962  -1.342  -2.563
C  -0.751  -1.881  -4.724
H  -3.369  -0.309  -2.632
H  -3.503  -1.846  -1.742
H  -3.188  -1.847  -3.525
H  -0.027  -2.646  -5.039
H  -0.518  -0.952  -5.263
H  -1.776  -2.189  -4.962
H  -1.848  0.070  0.377
H  3.444  -0.512  -3.181
O  0.720  -1.806  0.688
H  -0.168  -1.880  0.229
H  1.285  -2.526  0.299
C  -0.157  2.024  -0.619
H  -0.169  2.734  0.275
H  -0.953  2.107  -1.371
H  0.751  2.395  -1.144
O  -2.786  2.948  1.695
H  -3.494  3.237  1.054
H  -1.973  2.829  1.177
N  2.479  0.782  3.629
C  3.759  0.751  3.138
C  3.634  0.500  1.792
N  2.283  0.456  1.460
C  1.588  0.594  2.609
C  0.164  0.409  2.843
N  -0.849  0.334  1.968
C  -1.986  0.293  2.729
C  -1.704  0.273  4.068
N  -0.318  0.357  4.165
H  2.225  1.015  4.586
H  4.627  0.905  3.761
H  4.417  0.306  1.083
H  -2.943  0.322  2.244
H  -2.365  0.241  4.934
H  0.220  0.355  5.036

Results
HOMO (alpha / beta) (eV): -6.52 / -6.52
Gap between HOMO and LUMO (alpha / beta) (eV): 6.479 / 6.482
M (Da): 430.7
LUMO energy (alpha / beta) (Eh): -0.0014 / -0.0014



Arrangement b

Density functional theory data (wB97M-V/def2-TZVPD) for C11H22CdN6O5 as an isolated structure.

Geometry (Å):
O  3.877  2.167  -1.696
H  4.069  2.564  -2.552
Cd  -0.381  -0.199  0.100
N  -2.129  -0.681  -0.674
N  0.243  -0.654  -1.705
O  -3.406  -0.661  -0.082
O  1.561  -0.704  -2.204
C  -2.074  -1.084  -1.891
C  -0.665  -1.128  -2.476
C  -3.259  -1.541  -2.748
C  -0.456  -1.693  -3.886
H  -4.200  -1.108  -2.410
H  -3.364  -2.625  -2.709
H  -3.147  -1.244  -3.790
H  0.561  -2.055  -4.036
H  -0.645  -0.927  -4.638
H  -1.109  -2.542  -4.086
H  -3.228  -0.356  0.820
H  2.044  -0.132  -1.577
O  -0.165  -2.528  0.566
H  -0.990  -1.973  0.413
H  0.583  -2.033  0.108
C  2.596  2.516  -1.329
H  2.395  2.429  -0.271
H  1.839  2.155  -2.011
H  2.538  3.595  -1.474
O  -1.325  1.947  -0.004
H  -1.645  1.170  -0.560
H  -1.172  1.562  0.910
N  2.365  0.849  3.030
C  3.355  0.794  2.127
C  2.813  0.445  0.906
N  1.469  0.338  1.031
C  1.248  0.543  2.348
C  -0.077  0.322  2.949
N  -1.115  -0.099  2.200
C  -2.120  -0.280  3.091
C  -1.665  0.056  4.350
N  -0.379  0.431  4.254
H  2.461  1.038  4.053
H  4.402  0.954  2.347
H  3.390  0.271  0.014
H  -3.116  -0.636  2.881
H  -2.228  0.015  5.273
H  0.249  0.721  5.035

Results
HOMO (alpha / beta) (eV): -5.77 / -4.37
Gap between HOMO and LUMO (alpha / beta) (eV): 6.195 / 4.831
M (Da): 430.7
LUMO energy (alpha / beta) (Eh): 0.0155 / 0.0168



Most stable pick: arrangement a. Distance to second place: 92.8 kcal/mol.



Arrangement a

Density functional theory data (wB97M-V/def2-TZVPD) for an isolated ion of composition C3H4NS and charge +1.

Geometry (Å):
C  0.557  -0.613  0.478
C  0.280  -0.055  1.681
C  -0.741  0.719  -1.045
N  0.147  -0.209  -0.762
S  0.307  0.043  3.235
H  1.513  -1.182  0.407
H  -0.976  0.913  -2.099
H  -1.639  1.199  -0.384
H  0.552  -0.815  -1.511

Results
HOMO (alpha / beta) (eV): -13.43 / -13.43
Charge: +1
Gap between HOMO and LUMO (alpha / beta) (eV): 7.513 / 7.514
M (Da): 86.1
Structure (SMILES): C=[NH+]C=C=S
LUMO energy (alpha / beta) (Eh): -0.2176 / -0.2176



Arrangement b

Density functional theory data (wB97M-V/def2-TZVPD) for C3H4NS as an isolated structure.

Geometry (Å):
C  0.413  1.476  -0.053
C  2.395  1.228  -0.090
C  0.654  -0.797  -0.113
N  -0.139  0.360  0.079
S  2.447  -0.381  0.085
H  0.167  2.463  -0.240
H  0.592  -1.594  0.728
H  0.543  -1.239  -1.173
H  -1.183  0.049  0.322

Results
HOMO (eV): -14.50
Charge: +1
Gap between HOMO and LUMO (eV): 8.698
M (Da): 86.1
LUMO energy (Eh): -0.2133



Most stable pick: arrangement a. Distance to second place: 54.3 kcal/mol.



Arrangement a

Density functional theory data (wB97M-V/def2-TZVPD) for an isolated ion of composition C3H5N3O and charge +2.

Geometry (Å):
C  0.985  1.173  1.524
C  -0.141  -0.060  -0.064
C  -0.028  -0.896  -1.231
N  -0.995  0.496  0.702
N  -0.358  1.202  1.615
N  1.251  0.373  0.439
O  2.280  0.076  -0.071
H  1.487  1.775  2.293
H  -0.762  -0.524  -1.942
H  -0.125  -1.975  -0.905
H  0.947  -1.008  -1.637
H  -0.863  1.518  2.487

Results
HOMO (alpha / beta) (eV): -22.30 / -22.30
Charge: +2
Gap between HOMO and LUMO (alpha / beta) (eV): 7.260 / 6.652
M (Da): 99.1
Structure (SMILES): CC1=N[NH+]=C[N+]1=O
LUMO energy (alpha / beta) (Eh): -0.5527 / -0.5749



Arrangement b

Density functional theory data (wB97M-V/def2-TZVPD) for an isolated ion of composition C3H5N3O and charge +2.

Geometry (Å):
C  1.324  1.258  0.108
C  -0.454  -0.337  -0.196
C  -1.225  -1.425  -0.021
N  -0.586  0.720  -0.969
N  0.417  1.604  -0.760
N  0.735  -0.104  0.714
O  1.024  -0.609  1.736
H  2.286  1.588  0.527
H  -1.418  -1.408  1.035
H  -0.601  -2.305  -0.173
H  -2.110  -1.380  -0.652
H  0.608  2.395  -1.350

Results
HOMO (eV): -21.95
Charge: +2
Gap between HOMO and LUMO (eV): 7.069
M (Da): 99.1
Structure (SMILES): CC1=N[NH+]=C[N+]1=O
LUMO energy (Eh): -0.5469



Most stable pick: arrangement b. Distance to second place: 4.8 kcal/mol.



Arrangement a

Density functional theory data (wB97M-V/def2-TZVPD) for a 2-piece molecular cluster, C3H5F2N overall.

Geometry (Å):
C  -1.192  0.832  2.458
C  -0.352  0.889  0.185
C  0.806  -1.004  -1.984
N  -0.592  0.992  1.371
F  1.492  0.124  -1.780
F  1.227  -1.871  -1.043
H  -1.695  1.647  2.925
H  -1.170  -0.158  2.990
H  1.110  -1.577  -2.907
H  0.633  0.954  -0.333
H  -0.268  -0.827  -1.883

Results
HOMO (eV): -7.85
Gap between HOMO and LUMO (eV): 8.822
M (Da): 93.1
LUMO energy (Eh): 0.0356



Arrangement b

Density functional theory data (wB97M-V/def2-TZVPD) for a 2-piece molecular cluster, C3H5F2N overall.

Geometry (Å):
C  -1.020  -1.328  0.404
C  -0.529  -0.103  0.184
C  0.909  0.173  0.359
N  1.460  1.291  -0.098
F  1.517  -0.439  1.265
F  1.536  -1.189  -1.054
H  -2.050  -1.741  0.133
H  -0.260  -2.082  0.506
H  -1.013  0.700  -0.386
H  2.359  1.316  -0.619
H  0.715  1.728  -0.724

Results
HOMO (alpha / beta) (eV): -9.81 / -9.81
Gap between HOMO and LUMO (alpha / beta) (eV): 9.587 / 9.586
M (Da): 93.1
LUMO energy (alpha / beta) (Eh): -0.0082 / -0.0082



Most stable pick: arrangement b. Distance to second place: 23.5 kcal/mol.



Arrangement a

Density functional theory data (wB97M-V/def2-TZVPD) for a 2-piece molecular cluster, C2H10N3O overall.

Geometry (Å):
C  -0.743  3.223  1.599
C  0.142  0.343  -0.189
N  -0.264  -0.746  -0.778
N  -0.535  1.497  0.125
N  1.107  -3.060  -1.081
O  0.163  2.569  0.753
H  -0.690  4.282  1.404
H  -0.482  2.985  2.703
H  -1.836  2.765  1.350
H  1.073  0.164  0.256
H  0.221  -1.602  -0.888
H  -1.123  -0.570  -1.304
H  -1.497  1.600  -0.197
H  1.963  -3.140  -0.551
H  0.524  -3.858  -1.274
H  1.352  -2.812  -2.025

Results
HOMO (eV): -14.18
Charge: +1
Gap between HOMO and LUMO (eV): 10.819
M (Da): 92.1
LUMO energy (Eh): -0.1234



Arrangement b

Density functional theory data (wB97M-V/def2-TZVPD) for a 2-piece molecular cluster, C2H10N3O overall.

Geometry (Å):
C  -1.383  -0.700  0.113
N  -0.060  -1.171  0.591
C  1.039  -0.402  0.434
N  1.945  -0.382  1.402
N  1.252  0.171  -0.747
H  -1.617  0.309  0.430
H  -1.364  -0.830  -0.969
H  -2.159  -1.369  0.476
H  -0.098  -1.530  1.528
H  2.891  -0.053  1.249
H  1.710  -0.638  2.348
H  2.103  0.530  -1.127
H  0.439  0.251  -1.341
H  -2.577  2.619  -0.993
H  -1.496  2.113  -1.975
O  -2.216  1.837  -1.424

Results
HOMO (eV): -14.86
Charge: +1
Gap between HOMO and LUMO (eV): 11.714
M (Da): 92.1
LUMO energy (Eh): -0.1155



Most stable pick: arrangement b. Distance to second place: 76.3 kcal/mol.



Arrangement a

Density functional theory data (wB97M-V/def2-TZVPD) for a 2-piece molecular cluster, C2H11N2S2 overall.

Geometry (Å):
C  -0.655  -1.640  0.400
N  -0.387  -2.888  -0.297
C  0.473  -0.673  0.088
N  0.245  0.625  0.817
H  -0.663  -1.832  1.477
H  -1.619  -1.170  0.156
H  -1.082  -3.576  -0.044
H  -0.522  -2.741  -1.292
H  0.532  -0.428  -0.971
H  1.431  -1.063  0.423
H  0.956  1.348  0.614
H  -0.655  1.043  0.554
H  0.241  0.461  1.817
S  1.058  3.680  -0.272
S  -0.129  2.893  -1.814
H  0.010  4.001  0.522
H  0.765  1.959  -2.176

Results
HOMO (eV): -12.87
Charge: +1
Gap between HOMO and LUMO (eV): 9.425
M (Da): 127.3
LUMO energy (Eh): -0.1267



Arrangement b

Density functional theory data (wB97M-V/def2-TZVPD) for a 3-piece molecular cluster, C2H11N2S2 overall.

Geometry (Å):
C  -0.080  -0.863  -1.530
N  0.546  -2.116  -1.166
C  1.006  0.214  -1.532
N  0.462  1.456  -2.055
H  -0.864  -0.556  -0.788
H  -0.485  -0.951  -2.551
H  0.828  -2.042  -0.165
H  -0.157  -2.836  -1.212
H  1.904  -0.089  -2.091
H  1.416  0.330  -0.514
H  1.152  2.163  -2.312
H  0.247  -0.750  3.264
H  -0.123  1.897  -1.339
S  0.619  -0.937  1.964
S  -1.502  1.487  0.860
H  -0.557  0.469  1.448
H  -1.844  2.083  1.991

Results
HOMO (eV): -13.46
Charge: +1
Gap between HOMO and LUMO (eV): 3.656
M (Da): 127.3
LUMO energy (Eh): -0.3604



Most stable pick: arrangement a. Distance to second place: 139.4 kcal/mol.



Arrangement a

Density functional theory data (wB97M-V/def2-TZVPD) for one molecule with the formula C2H4ClNOS.

Geometry (Å):
C  -0.452  -0.485  0.001
C  -1.834  -0.057  -0.286
N  0.410  0.371  0.085
O  1.891  -0.277  0.600
S  3.153  0.543  -0.025
Cl  -0.237  -2.120  0.212
H  -2.625  -0.762  -0.008
H  -1.960  0.985  0.173
H  -1.737  0.031  -1.420
H  3.391  1.772  0.668

Results
HOMO (eV): -9.05
Gap between HOMO and LUMO (eV): 9.210
M (Da): 125.6
Structure (SMILES): C/C(Cl)=N/OS
LUMO energy (Eh): 0.0057



Arrangement b

Density functional theory data (wB97M-V/def2-TZVPD) for one molecule with the formula C2H4ClNOS.

Geometry (Å):
C  -0.476  0.521  0.420
C  -0.046  -0.757  -0.247
N  -1.806  0.892  -0.408
O  -4.223  0.337  -0.330
S  -2.955  0.218  0.366
Cl  -1.255  -2.015  -0.067
H  0.266  1.456  0.282
H  -0.625  0.171  1.543
H  0.826  -1.089  0.323
H  0.199  -0.526  -1.219

Results
HOMO (eV): -10.39
Gap between HOMO and LUMO (eV): 10.138
M (Da): 125.6
LUMO energy (Eh): -0.0093



Most stable pick: arrangement b. Distance to second place: 36.8 kcal/mol.